No. 1
Entry from the OMol25 dataset: C3H9O3P in the gas phase (wB97M-V/def2-TZVPD).

The SMILES is CCOP(O)OC. As for the multiplicity: 1. The orbital gap is 10.42 eV. The HOMO energy comes out at -9.42 eV. As for the net charge: 0.

Each line ends with the natural charge from an NBO analysis.
Geometry (Å):
C  2.478  0.772  -0.220  -0.62
C  1.085  1.065  0.539  -0.04
O  -0.155  0.513  0.049  -0.88
P  -1.875  0.442  0.600  1.60
O  -2.555  1.407  -0.467  -0.99
O  -2.124  -0.935  -0.240  -0.83
C  -1.406  -2.126  -0.012  -0.25
H  2.707  -0.286  -0.197  0.21
H  2.435  1.131  -1.241  0.21
H  3.213  1.335  0.346  0.21
H  0.971  2.157  0.561  0.16
H  1.220  0.719  1.571  0.16
H  -2.340  1.124  -1.368  0.51
H  -1.938  -2.773  0.686  0.18
H  -0.406  -1.911  0.369  0.19
H  -1.310  -2.632  -0.974  0.19

---

No. 2
Entry from the OMol25 dataset: C5H9NO in the gas phase (wB97M-V/def2-TZVPD).

The SMILES is C[C@H]1CN(C)C1=O. As for the multiplicity: 1. The orbital gap is 9.63 eV. The HOMO energy comes out at -8.77 eV. As for the net charge: 0.

Each line ends with the natural charge from an NBO analysis.
Geometry (Å):
C  -1.445  -1.017  0.086  -0.57
C  0.062  -1.027  1.046  -0.29
C  1.061  -0.772  -0.090  -0.22
N  0.349  0.493  -0.216  -0.47
C  0.585  1.633  -1.007  -0.41
C  -0.092  0.448  1.110  0.68
O  -0.544  1.274  1.862  -0.59
H  -1.816  -0.104  -0.468  0.23
H  -2.227  -1.229  0.791  0.21
H  -1.287  -1.748  -0.705  0.21
H  0.321  -1.672  1.919  0.23
H  2.103  -0.529  0.150  0.19
H  1.033  -1.518  -0.893  0.19
H  -0.306  2.267  -0.946  0.22
H  1.445  2.156  -0.591  0.19
H  0.758  1.345  -2.048  0.20

---

No. 3
Entry from the OMol25 dataset: C4H8N2O2 in the gas phase (wB97M-V/def2-TZVPD).

The SMILES is NC(=O)NCCC=O. As for the multiplicity: 1. The orbital gap is 10.46 eV. The HOMO energy comes out at -9.79 eV. As for the net charge: 0.

Each line ends with the natural charge from an NBO analysis.
Geometry (Å):
N  0.914  -1.742  1.067  -0.89
C  1.756  -0.635  0.740  0.78
O  2.959  -0.720  0.609  -0.62
N  1.091  0.528  0.508  -0.62
C  -0.332  0.757  0.541  -0.22
C  -1.109  0.187  -0.628  -0.55
C  -2.331  0.970  -1.032  0.45
O  -2.966  0.732  -2.019  -0.51
H  1.479  -2.534  0.796  0.39
H  0.683  -1.802  2.009  0.38
H  1.692  1.298  0.270  0.41
H  -0.445  1.840  0.628  0.21
H  -0.791  0.434  1.483  0.20
H  -1.369  -0.860  -0.497  0.26
H  -0.460  0.084  -1.502  0.25
H  -2.605  1.800  -0.344  0.10

---

No. 4
Entry from the OMol25 dataset: an isolated ion of composition C4H6N3 and charge +1 (wB97M-V/def2-TZVPD).

The SMILES is C=C1CN1N=C=[NH2+]. As for the multiplicity: 1. The orbital gap is 8.41 eV. The HOMO energy comes out at -13.46 eV. As for the net charge: +1.

Each line ends with the natural charge from an NBO analysis.
Geometry (Å):
C  0.655  0.693  1.468  -0.40
C  0.038  -0.456  1.239  0.16
C  -0.595  -1.718  1.550  -0.21
N  -0.269  -1.292  0.185  -0.19
N  -0.631  -1.242  -1.025  -0.08
C  -0.327  -0.571  -1.957  0.61
N  -0.514  0.230  -2.973  -0.74
H  0.500  0.944  2.499  0.25
H  0.872  1.284  0.616  0.23
H  -0.315  -2.647  1.949  0.25
H  -1.649  -1.549  1.884  0.23
H  -1.415  0.407  -3.274  0.44
H  0.316  0.631  -3.404  0.45

---

No. 5
Entry from the OMol25 dataset: a 2-piece molecular cluster, C4H5P overall (wB97M-V/def2-TZVPD).

As for the multiplicity: 1. The orbital gap (alpha / beta) is 6.67 / 8.75 eV. The HOMO energy (alpha / beta) comes out at -7.99 / -9.25 eV. As for the net charge: 0.

Each line ends with the natural charge from an NBO analysis.
Geometry (Å):
C  -1.892  -0.919  -1.134  -0.32
C  -0.922  -0.081  -1.032  0.06
C  1.522  2.397  0.495  -0.93
C  -1.029  -1.064  0.109  -0.38
P  1.632  2.050  -1.138  0.50
H  -2.838  -1.444  -1.215  0.25
H  2.449  2.855  1.024  0.24
H  0.530  2.265  0.921  0.23
H  -1.262  -0.775  1.107  0.17
H  -0.432  -1.865  0.158  0.16

---

No. 6
Entry from the OMol25 dataset: an isolated ion of composition C10H12N3O and charge +1 (wB97M-V/def2-TZVPD).

The SMILES is C[C@H](c1ccccc1)[n+]1cc(N)on1. As for the multiplicity: 1. The orbital gap is 8.37 eV. The HOMO energy comes out at -12.45 eV. As for the net charge: +1.

Each line ends with the natural charge from an NBO analysis.
Geometry (Å):
C  1.398  0.548  -1.939  -0.62
C  0.137  0.457  -1.129  -0.03
C  0.362  1.070  0.211  -0.07
C  0.142  2.445  0.326  -0.20
C  0.479  3.029  1.539  -0.18
C  0.928  2.291  2.613  -0.19
C  1.197  0.937  2.484  -0.17
C  0.767  0.290  1.327  -0.22
N  -0.277  -0.990  -1.070  -0.05
C  -1.549  -1.533  -1.122  -0.17
C  -1.491  -2.817  -0.636  0.48
N  -2.408  -3.764  -0.446  -0.77
O  -0.151  -3.063  -0.489  -0.18
N  0.470  -1.957  -0.645  0.16
H  1.489  1.660  -2.035  0.24
H  1.377  0.080  -2.898  0.23
H  2.257  0.117  -1.397  0.24
H  -0.691  0.947  -1.716  0.24
H  -0.131  3.011  -0.589  0.22
H  0.266  4.071  1.631  0.23
H  1.128  2.773  3.530  0.23
H  1.434  0.382  3.404  0.23
H  0.616  -0.760  1.438  0.22
H  -2.491  -0.943  -1.251  0.27
H  -3.183  -3.634  -1.073  0.43
H  -2.077  -4.647  -0.067  0.44

---

Which ΔE to the lowest compared entry with this formula, charge and spin belongs to each record? In order, 0.0 79.3 27.2 128.2 140.1 80.0 kcal per mole.
Which electronic energy belongs to each record? In order, -686.7976 -325.8111 -417.2126 -319.8272 -496.4775 -627.4196 hartree.
Which F_max belongs to each record? In order, 3.199 1.762 2.632 3.618 3.978 5.565 eV/A.